1.
C9H4Br2CaNOSe2Te2 | ωB97M-V/def2-TZVPD

Its total energy is -11640.19022 Eh. As for the energy above the lowest of the compared OMol25 structures with the same formula, charge and spin: 4.62 kJ/mol. Its gap between HOMO and LUMO is 6.34 eV. Its total charge is -1. The HOMO energy is -4.14 eV.

Cartesian coordinates (Å):
1 Ca -2.53998 0.29976 -1.10397
2 Br -1.47543 -0.55185 3.95710
3 C -0.19722 -0.51720 2.55844
4 C 1.15973 -0.55539 2.87644
5 C 2.10738 -0.53361 1.89018
6 Br 3.94550 -0.59022 2.39590
7 C 1.73727 -0.46690 0.53345
8 C 2.63597 -0.41014 -0.55444
9 C 2.16081 -0.32066 -1.83164
10 C 0.77490 -0.29257 -2.04592
11 N -0.09068 -0.36405 -1.06188
12 C 0.35408 -0.44288 0.22109
13 C -0.68194 -0.46923 1.24569
14 O -1.91862 -0.44266 0.93346
15 H 1.46125 -0.60098 3.91356
16 H 3.69899 -0.42820 -0.35464
17 H 2.83487 -0.26024 -2.67534
18 H 0.36940 -0.19898 -3.04677
19 Se -4.79706 -0.64887 -2.61242
20 Te -5.53939 1.36425 -1.28670
21 Te -4.15810 3.37223 -2.45519
22 Se -1.84173 3.05840 -1.49639

=====

2.
C26H29N3O2 | ωB97M-V/def2-TZVPD

Its total energy is -1322.91317 Eh. As for the energy above the lowest of the compared OMol25 structures with the same formula, charge and spin: 102.91 kJ/mol. Its gap between HOMO and LUMO is 8.33 eV. The SMILES is COc1ccc(C)cc1NC(=O)c1ccc(CN2CCN(c3ccccc3)CC2)cc1. Its total charge is 0. The HOMO energy is -7.59 eV.

Cartesian coordinates (Å):
1 C -3.55564 -3.25939 0.56113
2 H -4.14176 -3.31752 1.48367
3 O -3.15135 -1.94061 0.28982
4 C -4.12257 -0.97960 0.14463
5 C -5.48377 -1.22136 0.19333
6 C -6.38797 -0.17937 0.04769
7 C -5.95104 1.11792 -0.15264
8 C -4.58312 1.35974 -0.21174
9 C -3.66312 0.33519 -0.06303
10 N -2.28118 0.55238 -0.13688
11 C -1.63507 1.72043 0.13784
12 O -2.18801 2.73775 0.50933
13 C -0.15686 1.68619 -0.06920
14 C 0.62859 2.47901 0.76304
15 C 1.98612 2.59121 0.54666
16 C 2.59613 1.93462 -0.51865
17 C 1.80684 1.14664 -1.34761
18 C 0.44692 1.01451 -1.12539
19 H -0.14586 0.41888 -1.80387
20 H 2.24984 0.64766 -2.19725
21 C 4.07785 2.12193 -0.76578
22 N 4.97939 1.13825 -0.19285
23 C 5.16328 -0.10366 -0.93252
24 C 4.88217 -1.32674 -0.04865
25 N 3.67792 -1.12924 0.71757
26 C 2.44369 -1.52447 0.25545
27 C 2.25518 -2.06505 -1.02299
28 C 1.00721 -2.47701 -1.44393
29 C -0.09390 -2.36556 -0.61409
30 C 0.07986 -1.85223 0.66142
31 C 1.32368 -1.44332 1.09405
32 H 1.43157 -1.07440 2.10211
33 H -0.76276 -1.78201 1.33424
34 H -1.06870 -2.67870 -0.95335
35 H 0.89381 -2.88129 -2.44021
36 H 3.08086 -2.15653 -1.71115
37 C 3.79962 -0.05069 1.67961
38 C 4.89697 0.94476 1.23452
39 H 4.71882 1.91126 1.70763
40 H 5.87658 0.58885 1.57213
41 H 4.05534 -0.44996 2.67211
42 H 2.84502 0.47311 1.75277
43 H 5.70558 -1.47453 0.65808
44 H 4.80511 -2.23180 -0.64993
45 H 4.49607 -0.12303 -1.79711
46 H 6.19870 -0.14610 -1.30170
47 H 4.27045 2.14481 -1.84147
48 H 4.37610 3.09322 -0.35413
49 H 2.57942 3.22124 1.19501
50 H 0.14992 3.01822 1.56673
51 H -1.72380 -0.28593 -0.24330
52 H -4.22447 2.36422 -0.36134
53 C -6.91579 2.25182 -0.32378
54 H -7.92068 1.95544 -0.03363
55 H -6.93899 2.57150 -1.36561
56 H -6.61006 3.10449 0.27855
57 H -7.44557 -0.39343 0.09558
58 H -5.85927 -2.21999 0.35128
59 H -4.13703 -3.68072 -0.26574
60 H -2.63627 -3.83101 0.68356

=====

3.
C5H9P | ωB97M-V/def2-TZVPD

Its total energy is -537.19542 Eh. As for the energy above the lowest of the compared OMol25 structures with the same formula, charge and spin: 47.05 kJ/mol. Its gap between HOMO and LUMO is 9.82 eV. The SMILES is CC1=CCPC1. Its total charge is 0. The HOMO energy is -8.83 eV.

Cartesian coordinates (Å):
1 C 1.09873 -0.28564 -0.06910
2 C -0.07531 0.21047 -0.45166
3 C 1.26659 -0.69572 1.47557
4 C -1.09109 0.54078 0.84858
5 C -0.36524 0.46521 -1.85890
6 P -0.33985 -0.26323 2.38172
7 H 1.95268 -0.38661 -0.80043
8 H 1.28018 -1.72305 1.59629
9 H 2.21004 -0.39013 1.94074
10 H -0.96308 1.59873 0.92658
11 H -2.15540 0.29251 0.80290
12 H 0.14343 -0.27337 -2.59366
13 H 0.14477 1.37188 -2.22900
14 H -1.51365 0.66569 -2.09156
15 H -1.00368 -1.53046 2.20211

=====

4.
C22H56AsFIO6S3Si4 | ωB97M-V/def2-TZVPD

Its total energy is -6309.54781 Eh. Its gap between HOMO and LUMO is 7.37 eV. Its total charge is -1. The HOMO energy is -5.22 eV.

Cartesian coordinates (Å):
1 C 1.11174 0.12645 0.58290
2 C 0.18102 1.22401 0.04925
3 I 1.31714 2.81671 -0.86079
4 C -0.86104 1.72316 1.03924
5 As -0.19865 2.48544 2.77285
6 F 0.12811 4.12174 2.00325
7 S -2.43779 3.20988 3.25136
8 S -0.68348 0.44166 3.80539
9 C -0.70456 0.80699 5.57305
10 C 0.60870 1.10303 6.25762
11 O 0.68355 1.18895 7.46076
12 O 1.67172 1.22906 5.45399
13 C 2.92570 1.36707 6.13897
14 C 4.05520 1.65904 5.15827
15 C 3.70583 2.64348 4.06149
16 O 4.63708 0.42064 4.66896
17 C 4.33932 0.04752 3.39108
18 O 5.15675 0.11422 2.51937
19 C 2.95888 -0.51444 3.13104
20 S 2.66955 -1.99450 4.15621
21 H 2.05720 0.54889 0.92275
22 H 1.35299 -0.59005 -0.20355
23 H 0.65156 -0.38823 1.42774
24 H -0.35904 0.81153 -0.80328
25 H -1.48207 0.85965 1.29971
26 H -1.51654 2.46978 0.59474
27 H 0.22226 3.06818 4.13938
28 H 1.25990 2.07626 2.46967
29 H -2.38263 4.43638 2.71610
30 H -1.10586 -0.05241 6.10924
31 H -1.37760 1.64554 5.76365
32 H 2.86521 2.18579 6.85591
33 H 3.12820 0.42942 6.65498
34 H 4.83842 2.11445 5.76763
35 H 4.58847 2.87537 3.46725
36 H 3.37781 3.57254 4.53442
37 H 2.88683 2.31356 3.42645
38 H 2.19368 0.22936 3.35197
39 H 2.89531 -0.78676 2.08229
40 H 1.43792 -1.68935 4.58275
41 O 3.79679 -0.22454 -5.70305
42 Si 4.06068 0.38804 -4.18882
43 C 5.79906 -0.02982 -3.63314
44 C 2.84024 -0.33833 -2.97972
45 C 3.86378 2.23895 -4.23373
46 Si 3.77183 -1.66124 -6.49672
47 C 3.35644 -1.36325 -8.29190
48 C 2.48235 -2.79359 -5.75235
49 C 5.44770 -2.48944 -6.39093
50 H 5.92614 -1.10585 -3.49559
51 H 6.01545 0.45764 -2.68038
52 H 6.53775 0.30684 -4.36445
53 H 1.81311 -0.18198 -3.31698
54 H 2.94937 0.14361 -2.00631
55 H 2.99719 -1.41209 -2.84807
56 H 2.85512 2.52301 -4.53919
57 H 4.57399 2.70007 -4.92423
58 H 4.03834 2.64784 -3.23650
59 H 2.37679 -0.89349 -8.39854
60 H 3.33889 -2.31292 -8.83149
61 H 4.09590 -0.71597 -8.76772
62 H 2.74377 -3.07503 -4.73048
63 H 2.39379 -3.70951 -6.34158
64 H 1.50409 -2.30911 -5.72842
65 H 5.68328 -2.77424 -5.36363
66 H 6.23642 -1.82217 -6.74506
67 H 5.46594 -3.39377 -7.00371
68 O -6.13663 -1.63689 0.70586
69 Si -7.39785 -1.68072 -0.33914
70 C -6.78578 -1.93571 -2.09041
71 C -8.36949 -0.08322 -0.25961
72 C -8.52562 -3.09765 0.11804
73 Si -4.75951 -0.76032 1.00555
74 C -3.88273 -1.47466 2.48148
75 C -5.19533 1.02258 1.33700
76 C -3.62824 -0.85309 -0.48548
77 H -6.20679 -1.07644 -2.43440
78 H -7.62653 -2.07215 -2.77489
79 H -6.14710 -2.81925 -2.15515
80 H -8.67510 0.13641 0.76543
81 H -9.26890 -0.15071 -0.87674
82 H -7.77503 0.75839 -0.62004
83 H -8.91945 -2.97835 1.12929
84 H -7.99981 -4.05333 0.06966
85 H -9.37066 -3.13943 -0.57318
86 H -4.50330 -1.42580 3.37852
87 H -2.97373 -0.89548 2.66415
88 H -3.60031 -2.51728 2.31668
89 H -5.61908 1.50381 0.45153
90 H -4.30366 1.58304 1.63254
91 H -5.92325 1.10352 2.14773
92 H -4.06722 -0.35321 -1.35202
93 H -3.42186 -1.89026 -0.76099
94 H -2.67806 -0.36345 -0.26279

=====

5.
C4H12NOS | ωB97M-V/def2-TZVPD

Its total energy is -687.80966 Eh. As for the energy above the lowest of the compared OMol25 structures with the same formula, charge and spin: 48.28 kJ/mol. Its gap between HOMO and LUMO is 6.27 eV. Its total charge is -1. The HOMO energy is -2.71 eV.

Cartesian coordinates (Å):
1 C 1.17078 0.22387 2.01988
2 N 0.75146 0.76002 0.73910
3 C -0.32475 0.06183 0.07570
4 C -0.57335 0.70331 -1.32219
5 S -1.46289 -0.35295 -2.47624
6 C -1.65844 -0.05668 0.86374
7 H 0.33165 -0.06067 2.67459
8 H 1.78850 -0.66722 1.95152
9 H 1.75471 0.98187 2.54793
10 H 0.48024 1.72743 0.87850
11 H -0.03846 -0.96143 -0.19640
12 H -1.21695 1.58379 -1.20189
13 H 0.41487 1.04745 -1.64751
14 H -1.95639 -1.07067 1.10283
15 H -2.42166 0.39787 0.22787
16 H -1.61920 0.56659 1.76584
17 H 0.77824 -1.55980 -2.98535
18 H 2.06478 -1.55792 -2.07147
19 O 1.73686 -1.76668 -2.94644

=====

6.
C4H7N2 | ωB97M-V/def2-TZVPD

Its total energy is -265.64506 Eh. As for the energy above the lowest of the compared OMol25 structures with the same formula, charge and spin: 691.61 kJ/mol. Its gap between HOMO and LUMO is 10.90 eV. Its total charge is +1. The HOMO energy is -14.29 eV.

Cartesian coordinates (Å):
1 C -0.61956 -1.17952 0.20833
2 C 0.68555 -0.83227 -0.41321
3 C 0.53391 0.83177 -0.47549
4 C -1.02871 0.06101 -0.60447
5 N 1.43507 0.10483 0.28168
6 N -0.68369 1.21746 0.24901
7 H -1.12353 -2.09700 -0.21164
8 H -0.65220 -0.97288 1.22758
9 H 1.01653 -1.38045 -1.17814
10 H 0.75198 1.24765 -1.51978
11 H 1.64686 -0.03716 1.20358
12 H -0.62795 1.06680 1.21330
13 H -1.33427 1.96977 0.01925